(1)
15
Properties=species:S:1:pos:R:3:forces:R:3:lowdin_charge:R:1 method="wB97M-V/def2-TZVPD" total_charge=+1 multiplicity=1 lumo_ev=-5.89 largest_force_ev_per_a=3.1 homo_ev=-15.422
H -1.204 0.746 -2.062 1.4 -0.3 0.7 0.14
F -2.158 0.045 0.183 0.5 0.5 0.3 -0.14
H 0.243 0.641 2.906 0.0 0.0 1.2 0.09
H -0.460 1.815 -0.941 0.6 0.5 -0.1 0.09
C 1.043 0.667 -2.151 0.7 2.6 -0.8 -0.13
H 1.287 -0.279 -2.460 -0.2 -2.7 -0.8 0.05
C -0.246 0.867 -1.431 -2.3 -0.7 0.2 -0.30
P -0.641 -0.267 -0.028 -0.9 -2.1 0.9 0.96
C 0.104 -0.405 3.167 -0.4 -0.6 -2.5 0.02
H 1.218 1.315 -3.036 -1.0 -0.3 0.3 0.11
H 1.907 0.955 -1.617 0.8 0.4 1.4 0.07
C -0.112 -1.204 2.157 0.0 2.8 -1.3 0.04
H -0.212 -2.204 1.881 -0.3 -1.4 -0.5 0.05
H 0.078 -0.987 4.068 0.3 0.5 1.0 0.10
F -0.846 -1.704 -0.637 0.7 0.5 -0.1 -0.16

=====

(2)
89
Properties=species:S:1:pos:R:3:forces:R:3:lowdin_charge:R:1 method="wB97M-V/def2-TZVPD" total_charge=+2 multiplicity=1 lumo_ev=-6.34 largest_force_ev_per_a=0.5 homo_ev=-12.771
N -2.291 0.867 0.045 0.0 0.2 -0.1 0.06
Tl 0.057 0.010 0.010 0.0 0.2 0.2 0.96
H 1.867 -3.247 5.167 0.0 0.0 0.0 0.12
H -4.440 3.023 -1.370 0.0 0.0 0.0 0.12
H -4.162 -0.895 3.031 0.0 0.0 0.0 0.10
C 0.020 -5.240 -1.141 0.0 0.0 0.0 -0.07
C 1.764 2.511 1.245 -0.1 -0.1 -0.1 -0.15
H 2.595 -1.715 -3.339 0.0 0.0 0.0 0.13
H 2.215 -0.418 2.599 0.0 0.0 0.0 0.07
H -0.490 -6.054 -0.628 0.0 0.0 0.0 0.09
H 1.945 0.305 -4.792 0.0 0.0 0.0 0.10
H -4.455 1.318 2.565 0.0 0.0 0.0 0.12
C -2.097 4.701 -5.472 0.0 0.0 0.0 -0.37
H -1.162 0.288 -2.909 0.0 0.0 0.0 0.09
H 2.015 6.328 0.508 0.0 0.0 0.0 0.13
H 3.645 3.395 3.908 0.0 0.0 0.0 0.12
H 0.633 1.339 -4.247 0.0 0.0 0.0 0.06
N 1.675 1.184 1.447 0.0 -0.1 0.3 0.05
C 0.833 -0.519 -3.158 -0.1 0.0 0.0 -0.27
C -0.746 5.798 -3.951 0.0 0.1 -0.1 -0.09
C -2.885 0.718 1.238 0.0 0.0 0.0 -0.20
C -0.729 4.543 -3.416 0.1 -0.1 0.2 -0.48
C -0.487 -0.527 -2.673 0.1 -0.2 0.0 -0.11
S -1.683 3.467 -4.367 -0.1 -0.1 0.0 1.06
H 3.080 5.398 2.512 0.0 0.0 0.0 0.13
S 1.183 -2.076 0.741 0.2 -0.2 -0.3 0.78
H -2.892 -3.750 -2.310 0.0 0.0 0.0 0.07
H 4.953 -1.926 6.139 0.0 0.0 0.0 0.11
H -2.724 -1.743 3.643 0.0 0.0 0.0 0.07
H 0.621 -2.012 5.026 0.0 0.0 0.0 0.11
C -0.050 4.083 -2.201 -0.1 0.0 -0.2 -0.16
C 1.949 5.270 0.729 0.0 0.0 -0.1 0.01
C -4.587 2.298 0.660 -0.1 0.0 0.0 0.00
H 0.884 -4.954 -0.538 0.0 0.0 0.0 0.07
C -2.299 -0.259 2.189 -0.1 0.0 0.1 -0.24
N 1.264 -2.840 3.240 0.0 0.0 -0.1 -0.01
S 4.060 1.548 6.000 0.0 0.1 0.1 1.09
H -2.610 -5.402 -1.766 0.0 0.0 0.0 0.09
H 1.963 -3.449 2.846 0.0 0.0 0.0 0.13
C -2.864 1.678 -0.850 0.0 -0.1 0.1 -0.10
C 4.003 -0.603 4.636 0.1 -0.1 0.0 -0.12
H -0.209 6.638 -3.534 0.0 0.0 0.0 0.12
C -1.530 5.889 -5.133 0.0 0.0 0.1 -0.15
H 0.379 -5.632 -2.096 0.0 0.0 0.0 0.09
C 3.088 2.765 3.223 0.1 0.1 0.0 0.06
C 1.232 4.424 -0.188 0.0 0.1 0.0 -0.11
C -0.061 2.723 -1.862 0.1 -0.1 0.0 -0.12
H -1.086 -3.731 4.496 0.0 0.0 0.0 0.06
H 2.122 1.210 -3.298 0.0 0.0 0.0 0.09
H 3.882 -1.307 3.823 0.0 0.0 0.0 0.11
C 4.690 0.135 6.711 0.0 0.0 0.0 -0.38
C -0.946 -4.080 -1.350 0.0 0.0 0.0 -0.39
N -1.094 -0.617 1.965 -0.1 0.1 0.0 -0.06
H -3.071 -0.106 4.179 0.0 0.0 0.0 0.11
C -4.023 1.434 1.582 0.0 0.0 0.0 0.02
C -3.119 -0.784 3.323 0.0 0.0 0.0 0.00
C 3.023 1.405 3.423 0.1 -0.2 0.1 -0.17
C 4.601 -0.939 5.878 -0.1 0.0 -0.1 -0.16
H -0.510 2.017 -2.539 0.0 0.0 0.0 0.03
H -1.331 -3.781 -0.367 0.0 0.0 0.0 0.13
H -1.797 -4.800 -3.213 0.0 0.0 0.0 0.10
C -4.013 2.401 -0.595 0.0 0.0 0.0 -0.01
C 1.573 -1.683 -2.982 0.0 0.0 0.0 -0.01
N -0.502 -1.471 2.839 0.1 0.1 -0.1 0.04
H -2.061 -1.651 -1.738 0.0 0.0 0.0 0.12
C -0.132 -4.036 4.924 0.0 0.0 0.0 -0.07
C 0.611 4.927 -1.336 0.1 0.1 0.1 0.09
C 0.938 -2.987 4.662 -0.1 -0.1 0.0 -0.23
C 1.408 0.652 -3.910 0.0 0.0 0.0 -0.02
C 3.660 0.718 4.551 -0.1 0.1 -0.1 -0.50
C 2.463 3.351 2.112 0.0 0.1 0.0 -0.11
H -0.265 -4.169 5.997 0.0 0.0 0.0 0.08
H 0.659 5.991 -1.533 0.0 0.0 0.0 0.14
C -2.134 -4.528 -2.211 0.0 0.0 0.0 -0.05
C 2.534 4.760 1.828 0.0 -0.1 0.1 0.02
H -2.730 4.479 -6.316 0.0 0.0 0.0 0.08
H 0.149 -4.998 4.495 0.0 0.0 0.0 0.08
C 1.137 3.051 0.073 -0.1 -0.1 0.0 -0.13
C -0.295 -2.850 -1.951 -0.1 0.0 0.0 -0.26
H -5.468 2.872 0.916 0.0 0.0 0.0 0.13
H 5.098 0.171 7.709 0.0 0.0 0.0 0.08
H -1.664 6.796 -5.702 0.0 0.0 0.0 0.12
H 1.625 -3.716 -2.347 0.0 0.0 0.0 0.12
H -2.401 1.742 -1.822 0.0 0.0 -0.1 0.08
C 1.015 -2.825 -2.415 0.0 0.0 -0.1 -0.03
C 2.289 0.652 2.484 0.0 0.1 -0.1 -0.04
C 0.555 -2.091 2.383 -0.1 0.0 0.2 -0.76
C -1.026 -1.671 -2.063 -0.2 0.0 -0.2 -0.10
N 0.482 2.218 -0.771 -0.1 0.0 0.0 0.07

=====

(3)
221
Properties=species:S:1:pos:R:3:forces:R:3:lowdin_charge:R:1 method="wB97M-V/def2-TZVPD" multiplicity=1 lumo_ev=0.60 largest_force_ev_per_a=2.7 smiles=COC[C@H](C)N.COC[C@H](C)N.COC[C@H](C)N.COC[C@H](C)N.COCCNCCOC.COCCNCCOC.COCCNCCOC.COCCNCCOC.COCCNCCOC.COCCNCCOC.CCO homo_ev=-8.203
C -0.458 -3.424 3.864 -0.8 0.0 0.2 -0.11
O -2.362 2.789 -3.613 0.1 0.5 -0.1 -0.21
H 4.957 1.004 -1.115 0.2 -0.1 0.6 0.11
N 2.333 4.034 -1.169 -0.1 0.4 -0.7 -0.06
H -1.941 4.204 1.197 -0.2 -0.1 -0.1 0.07
H -2.634 -5.270 1.562 0.2 0.3 -0.1 0.08
H -0.681 4.913 -7.361 0.2 0.0 -0.1 0.12
C 2.242 -4.640 0.602 -1.2 1.0 -0.1 -0.18
H -5.811 -3.207 0.520 -0.2 -0.1 0.0 0.11
H 3.706 -4.803 2.945 0.0 0.0 -0.6 0.08
H -0.247 -1.486 -6.669 0.1 -0.1 -0.1 0.10
H 4.881 0.630 -3.920 -0.1 -0.4 0.1 0.06
C 3.576 3.262 2.518 0.2 -0.4 -0.5 -0.42
H 4.659 -3.506 0.972 0.0 0.0 0.1 0.09
H 8.034 -0.001 -1.232 0.0 0.0 0.0 0.08
H -2.612 -1.396 -6.661 -0.5 0.1 -0.1 0.12
N -3.969 -0.391 1.168 -0.4 0.7 0.0 -0.05
C 5.102 -0.029 -1.443 0.5 1.3 -0.7 -0.19
N -3.747 -1.956 6.058 -1.2 -0.4 -1.1 -0.06
O 4.011 6.138 -2.689 0.0 -0.7 0.1 -0.18
H 0.324 -1.821 -10.337 -0.3 -0.1 -0.1 0.12
H 4.682 7.934 -3.233 -0.1 0.2 0.5 0.09
C -0.499 2.063 3.622 0.7 0.1 -0.5 -0.22
H -2.745 -0.498 4.966 0.7 -0.2 -0.5 0.11
H -6.409 3.069 4.080 0.1 -0.4 0.0 0.09
C 3.817 -2.842 1.170 -0.8 0.7 -0.7 -0.06
C -1.932 -4.848 -3.375 -1.0 0.1 0.3 -0.06
C 0.707 -6.115 1.747 -0.4 -0.2 -0.2 -0.09
H -6.119 -3.175 4.174 0.2 -0.1 -0.1 0.08
H -5.433 -2.554 8.127 -0.2 0.0 0.2 0.12
H 5.229 -3.502 5.631 -0.4 -0.1 -0.3 0.09
C 3.246 3.865 -2.318 0.1 0.3 0.4 -0.18
H 1.945 1.252 4.450 0.2 -0.2 0.5 0.06
N -1.849 3.654 -6.202 -0.3 0.7 -0.4 -0.06
H 1.545 -1.527 -0.413 -0.5 -0.5 0.0 0.06
C -1.985 4.168 -3.767 0.4 -0.1 -0.7 -0.20
C 1.917 2.043 -8.579 0.0 0.1 -0.6 -0.12
H -3.827 -6.336 0.790 0.3 -0.1 0.0 0.09
H -6.663 -0.430 10.687 0.4 0.3 0.1 0.09
H -4.121 -4.645 0.721 0.2 0.3 0.3 0.07
H -2.787 -4.206 -3.605 0.2 0.3 0.0 0.07
H -0.621 5.022 1.949 0.5 0.0 -0.2 0.08
C 4.823 -2.496 5.714 0.2 0.7 0.3 -0.10
O -2.664 -5.369 -0.556 0.0 0.1 0.8 -0.17
N 2.893 -4.202 2.930 -1.0 -0.2 1.4 0.06
H 4.645 -2.276 6.771 -0.1 -0.1 0.1 0.09
H -1.375 -0.474 -9.229 -0.3 0.3 0.4 0.12
H -6.356 3.672 2.440 0.0 0.0 -0.1 0.09
H 0.717 -5.716 2.761 0.5 0.1 -0.1 0.06
H 1.787 2.100 -1.054 -0.6 -0.3 0.2 0.10
H -0.907 -4.421 3.836 0.2 -0.2 -0.2 0.08
H 0.689 3.043 -2.089 -0.3 -0.1 0.0 0.11
O 1.447 3.110 -7.775 0.1 -0.1 -0.4 -0.18
H -4.192 -0.959 4.219 -0.4 -0.6 0.0 0.10
H 3.041 2.060 6.817 -0.2 -0.2 -0.4 0.09
H 0.508 -3.464 4.361 -0.1 0.0 0.1 0.07
H -2.918 -2.328 6.498 -0.1 0.4 0.6 0.11
H -4.213 -0.065 6.780 -0.1 0.2 0.7 0.12
H -0.468 2.635 -8.371 -0.2 -0.1 0.0 0.13
C 4.038 3.475 3.958 0.4 -0.3 0.6 -0.18
N 4.373 4.087 1.613 0.3 0.1 0.2 0.05
H -1.523 -2.094 -8.643 0.3 -0.4 -0.3 0.11
H -3.365 2.520 5.042 0.1 0.0 0.4 0.08
H -1.518 2.668 -1.714 0.0 0.3 0.1 0.07
H 4.117 -2.325 -1.940 0.0 -0.2 0.0 0.08
H -3.575 -2.381 0.739 0.1 0.0 -0.1 0.09
C 6.252 -0.015 -2.494 -0.5 -1.2 -0.9 -0.45
C 0.364 3.323 0.077 -0.1 -0.6 -0.8 -0.20
H 3.021 -5.399 0.499 -0.1 -0.4 0.3 0.14
H 3.091 -3.461 3.598 -0.1 -0.2 0.0 0.03
C 0.086 2.869 -7.459 0.3 0.3 0.7 -0.23
H -6.574 -2.055 10.122 0.0 -0.1 -0.2 0.08
O 3.645 -2.292 4.963 0.2 -0.1 0.0 -0.23
C 2.563 -3.613 1.662 2.7 0.1 -0.3 -0.43
H -6.584 -4.159 2.730 0.5 -0.2 -0.1 0.09
H -3.247 3.147 -1.860 -0.1 -0.3 0.7 0.09
C -6.378 -3.159 3.118 -0.5 0.9 -0.4 -0.08
C -5.653 -2.249 1.021 1.0 0.2 0.6 -0.19
O 0.909 -5.145 0.735 0.6 0.1 0.2 -0.23
C -2.327 4.612 -5.205 -0.8 -1.3 0.6 -0.19
O 3.309 2.649 4.856 -1.2 -0.3 -1.0 -0.25
O -5.371 -2.437 2.410 -0.6 -0.7 0.0 -0.23
H -2.631 -3.327 -1.102 -0.6 -0.1 0.2 0.11
C -0.509 -0.901 0.135 0.6 -0.8 0.1 -0.31
H -0.388 -1.186 1.186 -0.2 0.1 0.2 0.10
C -5.766 3.157 3.206 -0.3 0.6 -0.3 -0.13
C -2.462 2.483 -2.231 0.2 0.3 -0.3 -0.09
C 1.250 3.046 -1.149 0.7 0.7 0.6 -0.18
H 1.428 -6.924 1.608 0.0 -0.1 0.3 0.09
H 5.104 3.234 4.036 0.1 0.0 -0.1 0.13
H -2.010 5.624 -5.453 0.3 0.0 0.2 0.12
H -1.859 2.730 -5.792 0.2 0.0 0.0 0.06
C -4.519 1.969 1.580 -0.8 -0.1 -0.4 -0.19
H -2.530 4.805 -3.068 0.0 0.0 0.2 0.12
N -0.060 -5.410 -1.957 -1.3 0.0 1.0 0.05
N 5.880 0.636 -3.744 -0.3 0.7 -0.2 0.05
C 0.472 -1.366 -9.352 -0.5 -0.9 0.2 -0.21
H 2.518 3.539 2.450 -0.2 -0.1 0.2 0.12
C 3.187 -0.950 5.072 -0.3 -0.2 0.2 -0.20
H 0.863 0.896 2.422 0.1 -0.2 -0.1 0.10
H 5.613 7.193 -1.888 0.1 0.0 0.0 0.09
H -1.884 3.487 5.501 -0.3 0.2 0.1 0.09
C -1.895 -0.009 -5.181 0.0 -0.5 -1.5 -0.22
H 0.846 -0.363 -9.547 0.5 -0.1 0.4 0.09
H -0.388 0.291 -3.077 0.4 -0.2 -0.3 0.10
C 7.589 0.555 -2.058 -0.6 0.6 1.2 -0.06
H 4.048 3.471 6.556 0.3 -0.1 0.2 0.09
H 0.107 2.909 3.977 0.2 -0.1 0.6 0.12
H 1.879 4.935 -1.290 0.2 0.2 0.2 0.11
H -5.791 0.520 0.553 -0.2 0.2 0.3 0.12
H -0.626 -1.466 -2.581 0.3 0.4 0.0 0.06
H 3.904 4.132 0.714 -0.1 0.0 -0.1 0.03
O -1.341 -2.573 4.578 0.4 -0.1 0.0 -0.20
H -2.400 -5.826 -3.241 0.2 -0.1 0.3 0.07
O 1.422 -2.156 -8.652 0.1 0.5 -0.1 -0.19
H 0.824 -0.364 -1.481 0.1 0.2 0.3 0.05
H 3.043 1.228 2.753 0.1 -0.2 0.0 0.04
H -3.901 -1.812 8.644 0.0 -0.1 0.4 0.12
H 1.436 0.054 0.142 -0.3 0.4 0.0 0.06
H -2.891 0.325 -4.873 -0.1 -0.3 0.4 0.12
H -7.326 -2.623 2.997 -0.1 0.1 0.2 0.09
H 0.430 -3.974 -9.100 -0.2 0.3 -0.2 0.09
H -4.401 0.989 -0.361 0.3 0.1 0.1 0.11
H -1.299 -4.922 -4.257 0.2 0.2 0.2 0.07
O -1.275 0.263 -0.024 -0.1 0.3 0.1 -0.08
C 0.989 -3.458 -8.313 0.3 -0.1 -0.4 -0.11
H 7.343 1.552 -1.676 0.3 0.1 0.2 0.08
H 2.741 3.984 -3.281 0.0 0.1 -0.1 0.12
O -5.362 1.895 2.735 0.3 -0.4 -0.1 -0.19
H -0.898 2.477 2.687 0.0 -0.5 -0.4 0.09
N -0.698 -0.781 -7.236 -0.5 1.1 -0.4 -0.04
H -2.531 0.325 -7.167 0.1 -0.1 -0.4 0.12
C -3.345 -1.390 4.756 -0.5 -0.1 1.2 -0.19
H 2.751 -1.885 -2.911 -0.2 0.6 0.0 0.09
H 5.601 -1.794 5.395 0.1 0.0 -0.1 0.09
H -5.598 -0.976 6.293 0.0 -0.3 -0.2 0.12
O 3.831 -0.316 -2.010 -0.1 -0.2 -0.5 -0.21
H -3.121 -3.430 3.944 -0.3 0.1 0.1 0.12
C 3.762 -1.573 -2.656 0.6 -1.0 0.8 -0.11
H 6.337 -1.081 -2.732 0.5 0.0 -0.1 0.12
H 0.081 4.339 -5.861 0.5 0.1 -0.2 0.11
C -1.156 -4.412 -2.125 1.1 -0.3 -0.6 -0.40
H 0.379 -3.474 -7.408 0.1 0.0 0.1 0.08
H 3.397 1.538 1.083 0.0 0.5 -0.2 0.06
C -2.622 -2.459 3.968 0.9 1.1 -0.2 -0.21
C -4.343 -1.639 0.518 -0.1 -0.3 0.0 -0.20
C -0.859 -1.221 -8.618 0.1 0.1 0.0 -0.23
H 3.969 -0.267 4.730 0.0 0.2 0.1 0.12
H 3.632 2.843 -2.299 0.1 0.0 0.1 0.10
C -2.008 -0.481 -6.651 0.5 -0.3 1.4 -0.20
H 1.818 1.070 -8.092 0.1 0.0 0.2 0.08
H 1.211 -1.548 4.669 0.0 -0.2 -0.3 0.10
H -4.943 3.829 3.465 0.3 -0.2 0.0 0.07
H -1.348 -3.810 -0.031 0.2 -0.4 0.2 0.11
O -1.581 1.760 4.459 -0.2 -0.1 0.1 -0.19
H 5.797 6.737 -3.633 0.2 -0.7 0.3 0.09
H -6.519 -1.599 0.874 -0.1 0.0 0.1 0.12
H -0.321 -3.060 2.841 0.1 0.0 -0.1 0.07
H -2.105 0.101 0.450 -0.4 0.1 0.2 0.05
H -2.578 3.488 3.845 0.3 0.1 -0.1 0.07
H -1.633 5.902 0.834 0.2 0.0 -0.5 0.09
H -4.793 2.853 0.996 0.1 0.2 0.1 0.12
C -2.384 2.885 4.739 0.1 -0.4 -0.2 -0.10
H -0.300 -6.513 1.604 0.0 -0.1 -0.3 0.08
H 8.349 0.725 -2.817 -0.3 -0.5 -0.4 0.08
C 3.712 1.789 2.097 -0.5 -0.2 0.7 -0.04
C -0.539 4.045 -6.716 -0.1 -0.5 0.3 -0.20
H 2.257 -4.066 -0.328 -0.3 -0.3 -0.3 0.12
H 2.074 -0.937 3.211 0.2 -0.4 -0.1 0.11
H 5.320 4.531 -2.701 -0.2 -0.2 -0.5 0.11
H 3.920 4.510 4.293 0.0 0.2 -0.3 0.13
H -1.913 -0.280 -2.522 -0.1 -0.2 -0.2 0.07
H 6.095 1.627 -3.713 0.3 0.0 0.1 0.06
H 1.783 -2.857 1.765 -0.4 -0.4 0.1 0.12
C -1.030 -0.593 -3.091 -0.8 -0.6 0.0 -0.10
C -1.153 4.939 0.995 -0.4 -0.7 0.6 -0.11
H 3.557 -2.314 0.247 0.2 0.0 -0.2 0.04
H -2.498 -2.092 2.942 0.0 -0.2 -0.2 0.10
H 2.938 2.204 -8.921 0.2 0.2 0.6 0.09
H -0.308 2.466 0.174 -0.2 0.0 0.3 0.09
N 1.263 0.498 4.504 0.1 0.7 -0.6 -0.02
C -4.639 -1.076 6.807 0.7 -0.1 0.0 -0.20
H 4.713 1.375 2.227 0.2 0.3 0.1 0.09
H 4.091 -2.045 1.862 0.1 -0.3 0.3 0.07
H -4.282 -0.408 2.135 0.5 -0.6 0.2 0.09
H -3.421 4.619 -5.204 -0.1 0.1 -0.3 0.11
H -3.477 2.051 1.895 0.1 0.0 -0.1 0.11
C -4.727 0.756 0.657 0.3 0.2 0.1 -0.18
C -1.982 -4.174 -0.845 0.2 0.1 -1.5 -0.22
H 0.159 -5.340 -0.957 0.6 0.0 -0.3 0.03
C 1.904 -0.799 4.286 -0.3 0.3 0.1 -0.20
O -5.579 -0.646 8.969 -0.2 0.1 0.0 -0.18
O -1.360 -1.065 -4.391 -0.1 1.3 0.0 -0.16
H 5.362 -0.704 -0.624 -0.2 0.0 0.1 0.12
O -0.375 4.534 -0.104 0.6 0.3 -0.2 -0.18
H 4.468 5.037 1.951 -0.1 0.0 0.0 0.07
H -1.278 0.894 -5.177 0.4 -0.2 0.3 0.09
H 4.670 1.829 6.101 0.2 0.1 0.4 0.09
H -2.650 1.421 -2.079 -0.4 0.2 -0.2 0.05
H 4.695 4.904 -1.151 -0.1 0.3 0.2 0.10
C 0.862 -0.675 -0.435 1.0 0.2 -0.3 -0.07
H 0.076 2.012 -6.776 -0.3 -0.3 -0.2 0.11
H 1.361 1.984 -9.522 -0.4 0.0 0.0 0.08
H -0.595 -6.277 -1.935 0.3 -0.4 -0.3 0.06
C -4.891 -1.608 8.221 0.9 0.4 -1.1 -0.24
H -0.912 4.234 -3.566 0.1 0.2 0.1 0.11
H -0.627 -3.483 -2.358 -0.3 0.2 0.1 0.11
H -0.987 -1.752 -0.366 0.0 0.1 0.0 0.08
C 3.795 2.484 6.155 0.7 0.6 -0.1 -0.10
H -5.136 -1.407 10.856 0.1 0.3 0.1 0.09
H 1.904 -4.038 -8.198 -0.1 0.0 0.4 0.09
H -0.404 0.014 3.353 0.2 -0.3 -0.3 0.11
C 4.402 4.862 -2.205 0.0 -0.3 0.2 -0.22
C 0.361 0.794 3.389 -1.6 0.6 0.8 -0.18
H 2.926 -0.768 6.119 0.3 0.3 0.1 0.13
C -5.981 -1.136 10.217 -0.5 -0.6 0.2 -0.13
C 5.099 7.007 -2.834 -0.4 0.9 -0.6 -0.13
H 1.018 3.369 0.950 -0.1 0.2 0.2 0.10
C -3.310 -5.379 0.713 -0.6 -0.3 -0.8 -0.08
H 4.417 -1.676 -3.524 -0.2 0.3 -0.2 0.09
H -4.354 -1.493 -0.564 0.0 0.0 0.0 0.13

=====

In eV, the DFT total energy values for the records above are, in order, -18992.924, -88240.959, -107966.535.
In Ha, the Kohn-Sham gap values for the records above are, in order, 0.3502, 0.2364, 0.3237.